Entry 1:
Below is a cluster of 8 separate species, C22H62Br4O24P6 in total, with properties calculated with the ωB97M-V functional and the def2-TZVPD basis.

Highest occupied orbital energy (hartree): -0.3502

```
118
Properties=species:S:1:pos:R:3:forces:R:3
H 2.902590 1.966124 -4.682650 0.234 0.429 0.405
O -0.961874 1.524468 -1.687568 -2.193 -1.278 -0.646
O -1.573112 -3.989816 0.798648 0.660 -0.467 0.866
H 1.216621 4.909118 -0.339307 0.362 -0.425 -0.313
H -1.366657 0.390034 -5.662037 -0.277 0.588 0.178
H 1.207823 -0.598787 2.600011 -0.124 0.273 -0.394
H -1.488651 5.317208 1.053520 -1.161 0.645 -0.157
H -0.807303 -0.438664 -4.242207 0.339 -0.635 -0.191
H 3.833936 1.323159 3.064784 0.473 0.311 0.238
O 1.014634 5.945643 -4.529841 -0.267 1.239 -0.683
C -1.040895 -3.366055 -6.911817 0.821 0.835 0.918
H -1.416446 -6.835740 -4.586884 0.142 -0.116 0.133
H 0.334347 5.997100 -1.324086 -0.576 0.042 -0.071
O 3.701093 -1.590533 3.624227 0.397 0.538 -0.510
H -3.196165 0.919566 0.719622 -0.520 -0.826 -0.183
H 1.226968 -2.082052 -2.184030 0.037 -0.300 -0.047
H -2.476219 -4.014606 -0.922349 -0.379 0.117 -0.882
H -0.168670 -2.949719 4.683593 0.185 -0.143 -0.061
C -1.138141 0.517795 -4.606173 -0.676 -0.976 1.341
Br 4.070142 3.696114 3.889667 0.183 -0.029 -0.120
H -0.708147 -2.010522 3.274150 0.306 0.723 -0.640
O 1.660977 -0.910339 4.856205 1.274 -0.533 0.104
H 4.518133 -1.603563 7.957292 -0.019 0.647 -0.271
P -3.517662 3.585691 2.422454 -0.233 -0.573 1.494
H -1.187123 -4.429894 -7.047500 -0.296 -0.009 -0.353
H -3.005167 3.646621 -1.653763 -0.770 -0.895 -0.922
O 1.508361 4.716882 -2.410516 -0.740 -0.215 -0.519
P -2.204296 0.863240 -2.222545 -0.662 1.715 0.173
O 0.613639 -4.714446 -5.130105 0.869 -0.680 -0.320
O 0.695103 -2.854822 1.214330 -0.874 -2.003 0.620
Br 1.932527 -0.148541 -0.472389 2.100 -0.210 -1.299
H -2.628187 -2.219099 -3.029613 0.309 -0.268 -0.234
C -3.955908 1.296090 1.392889 1.866 1.201 1.997
H -0.136585 4.245214 -1.274345 -0.746 -0.338 0.035
P -0.503385 -4.021777 -4.528456 -2.024 1.477 2.205
C 4.148418 1.759227 4.024858 -1.358 0.417 -0.978
O 1.882675 3.693602 -4.574948 -0.737 0.445 -0.451
C 2.437241 2.589440 -3.899701 -0.223 -1.670 -1.850
H 3.346185 1.558563 4.708020 -0.428 -0.340 0.480
H 4.268625 -2.101652 1.617297 0.774 0.950 -0.212
H 1.705987 1.939434 -3.467740 -0.817 -0.173 0.550
H 2.847255 -2.831465 2.206775 -0.368 -0.363 -0.082
H 0.439874 7.666369 -5.563290 0.259 1.141 0.739
C -5.287025 5.455116 1.621418 0.058 0.134 -0.571
H -0.960837 -2.999818 -0.859384 -0.122 -0.161 -0.558
O -3.983648 2.930871 3.685453 0.446 1.228 -1.559
H -1.724424 -2.706715 -7.400919 -0.507 -0.091 -0.705
O -3.667826 1.593376 -1.937555 2.722 0.187 -0.294
C 5.376120 1.192376 4.568812 2.200 1.257 0.913
O -1.734999 -4.919365 -3.956167 1.811 1.006 -0.564
O 2.618035 -3.271950 5.255468 0.316 0.188 0.106
O -3.884417 2.744632 1.106218 -0.225 0.499 0.907
H 3.104023 2.894276 -3.160223 1.249 0.515 1.113
H 1.695320 -7.003066 2.129894 -0.207 1.724 -0.953
H 5.238911 0.119603 4.628066 0.561 -0.085 -0.100
H 1.419562 -5.514038 3.019487 -0.208 0.006 0.322
P -0.176326 -4.044384 1.546883 0.248 1.977 -0.222
O -2.327178 0.794850 -3.802832 0.552 0.245 -1.050
H -0.063647 -0.565226 0.609351 -1.505 -1.244 -0.077
H 0.819380 -1.373028 -3.696353 0.417 -0.333 -0.354
O -2.488544 -0.608616 -1.743974 1.343 1.136 0.291
C 0.553926 0.268177 0.673342 -0.075 1.160 1.870
O 3.779575 -1.130391 6.070461 0.313 1.522 0.720
C 0.117097 6.669626 -5.427402 -0.250 -2.360 0.172
C -0.844512 -2.895277 3.842917 -1.626 -1.758 0.265
H -3.613923 1.144219 2.494786 -0.683 -0.034 -2.027
O -0.695844 -4.120909 3.031507 0.730 0.478 0.464
H -1.205777 3.631697 0.495450 -0.271 -0.296 -0.723
O -1.276841 -3.022709 -5.492243 0.828 -0.443 -0.573
C -3.253865 -1.565292 -2.453891 -1.883 0.971 -0.382
C -1.317280 -6.253782 -3.667548 -1.138 -0.671 -0.764
O -0.185812 -3.112267 -3.217807 -0.062 -1.038 -1.394
H -0.373239 1.211023 -4.335365 0.389 0.855 -0.387
H -0.916128 6.514844 -5.081839 0.376 0.481 -0.156
C 0.653115 4.959246 -1.272311 0.954 0.838 -0.253
C 1.011017 0.375322 2.138711 0.699 -0.442 -0.921
H -0.323574 -6.364400 -3.295188 0.717 0.250 0.324
H 1.891072 1.001955 2.280789 -0.120 0.009 -0.211
H -4.670194 3.271677 -2.408393 0.466 0.338 0.211
H 0.230817 6.246549 -6.419396 -0.177 -0.400 -0.175
Br 7.005171 1.680662 3.398360 -1.184 -0.691 0.787
H -1.907469 -2.951871 4.189258 0.959 0.231 -0.137
P 2.951305 -1.863533 4.989016 -1.638 -0.902 -1.761
H 0.516311 -1.834513 6.302246 -0.462 -2.087 0.454
H -0.884570 -4.830407 -0.893012 -0.026 0.287 -0.679
H 1.866791 -2.882330 -3.626772 0.244 -0.183 -0.455
O -0.599381 4.104835 -3.757541 -1.448 -0.619 -0.378
C -1.225516 4.319122 1.312588 -0.898 -1.233 0.824
H -5.819331 4.605673 1.202515 0.072 -0.253 -0.059
H 1.140969 -0.354027 6.772352 0.562 1.122 0.980
H -4.084570 -1.109710 -3.098146 1.330 -0.452 0.851
O -1.922847 3.695562 2.431408 -1.107 1.384 -0.668
H 2.427927 -5.314430 1.684798 0.939 -0.169 -0.728
H -4.983658 1.030147 1.308359 -0.474 -0.650 -0.502
Br -0.409463 1.208306 3.058881 -0.718 0.281 0.843
C 0.748670 -0.886461 5.957465 -1.339 1.713 -2.176
H -3.699187 -2.032194 -1.605202 -0.717 -1.173 0.003
H 5.788184 -1.310556 6.673020 -1.015 -0.359 0.099
C 1.579497 -5.869767 2.006406 -0.808 -0.961 1.149
H 0.060360 1.155949 0.295115 0.041 0.023 0.128
H -3.214742 3.063400 -3.424366 -0.058 0.034 1.067
O -4.007501 5.089745 2.134721 0.715 -1.177 0.148
H 4.684319 -2.791602 6.755190 0.619 -0.076 -0.178
C 4.766055 -1.712037 6.896056 0.663 -1.130 0.384
P 0.767882 4.551747 -3.859697 2.516 0.979 1.743
O 0.429590 -5.488294 1.194925 -0.057 0.276 0.704
C 1.032357 -2.338611 -3.225474 -0.759 0.817 0.949
H 5.656725 1.667610 5.563971 -0.390 -0.839 -1.281
H 4.409145 -3.345042 2.915100 0.272 -0.482 -0.406
H -0.162075 -0.392923 5.508933 0.885 -0.440 0.915
C -3.604371 3.007663 -2.375410 -0.320 -0.179 -0.036
H -5.040028 6.139083 0.775301 -0.711 -0.120 0.884
H -0.001065 -3.099560 -7.202372 -0.679 -0.234 0.310
H -0.268533 4.415622 1.677305 2.410 -0.019 0.745
C -1.454133 -3.939193 -0.619905 0.244 -0.232 0.549
H -2.032943 -6.611581 -2.960684 -0.322 -0.423 0.578
H -5.918602 5.855800 2.433169 0.480 0.243 -0.510
C 3.844059 -2.535087 2.487470 -1.276 -0.224 2.062
```
Positions in Å, forces in eV/Å.


Entry 2:
Below is a cluster of 7 separate species, C22H62N4O10 in total, with properties calculated with the ωB97M-V functional and the def2-TZVPD basis.

Highest occupied orbital energy (hartree): -0.3267

```
98
Properties=species:S:1:pos:R:3:forces:R:3
H 11.470261 9.687992 10.822223 -0.707 0.007 -0.484
H 8.630837 7.516867 8.390773 0.236 -1.478 -0.161
H 7.031519 7.165192 14.307977 1.234 0.701 0.725
H 12.414113 14.869268 14.997472 0.065 0.779 0.156
H 15.896420 13.906718 10.222366 1.496 -0.106 0.519
H 13.976449 11.408584 9.848985 0.106 -0.002 0.097
H 10.318536 8.558866 12.921682 -0.399 -0.625 0.473
H 8.799184 9.619456 9.710267 1.285 -0.813 0.336
H 10.994089 15.181047 6.805563 -0.038 -1.011 0.397
H 15.365756 11.011009 16.466906 0.095 0.992 -0.023
H 16.071259 12.525647 15.799438 -0.120 0.148 -0.250
H 9.086668 10.840482 17.580023 0.727 -0.283 0.430
H 9.082419 11.616525 11.007475 1.443 -0.787 0.919
H 7.183379 7.468436 10.738955 0.126 0.574 0.887
H 8.703957 7.032206 12.487948 0.093 -0.329 1.056
C 14.262455 11.744682 10.848463 0.697 0.071 0.467
H 11.265880 11.539339 15.774099 0.151 0.129 -0.757
H 10.768238 14.167459 15.067809 -0.097 0.252 -0.032
O 8.201093 12.399229 16.795054 -0.867 0.451 -0.746
H 6.966900 11.537417 14.368599 0.232 0.331 0.280
H 9.134544 12.760050 14.311566 0.512 -0.003 -0.125
H 14.332237 11.743720 14.362326 -0.848 0.722 0.344
H 12.170659 10.851630 14.591506 -0.964 0.187 0.189
C 6.318108 10.432560 8.643422 -0.388 -0.364 0.006
H 10.738792 12.053330 6.231809 -0.047 -0.204 -0.143
O 10.337066 7.758768 13.491901 -0.077 0.319 0.346
H 14.351718 13.494346 14.352854 0.481 0.570 0.456
C 12.359173 12.836859 14.554809 0.285 -1.139 0.216
H 16.052416 11.010908 10.465804 -0.115 0.066 0.471
H 8.213647 14.248354 14.017700 0.323 1.335 0.496
C 11.817855 14.032085 15.305498 -0.148 -0.825 -0.206
C 15.340795 12.137863 16.506088 -0.372 -1.185 0.555
H 7.349178 10.632263 17.702143 0.804 0.694 -1.261
H 12.088310 16.720605 8.226511 0.260 0.356 -0.699
H 14.577637 13.526585 11.952254 0.396 -0.041 0.677
N 5.769775 13.176227 14.035472 0.652 0.517 1.249
C 7.051828 12.891993 16.078748 -0.272 0.757 0.890
H 8.122422 13.070916 12.807371 0.484 -0.410 0.331
H 10.053109 13.500773 5.401045 0.127 -0.427 0.224
H 11.914091 13.843508 16.378116 0.040 0.228 -0.130
H 13.199920 13.725841 10.934796 0.638 -1.079 -0.334
O 9.671792 9.199201 9.969863 -1.852 0.025 -0.333
O 6.978233 9.179254 8.714258 0.282 0.798 0.454
H 10.265491 11.087354 13.453072 0.373 0.289 0.031
H 9.949713 15.808594 8.924117 -0.082 -0.314 -0.396
H 8.637455 5.805221 8.536394 0.162 0.184 0.278
H 8.967485 12.339675 6.096188 -0.931 -0.928 -0.177
C 10.558558 10.175391 10.385374 1.744 0.272 0.388
C 9.068168 7.095546 13.557529 -0.559 1.276 -1.689
H 9.242645 6.098253 13.938987 0.030 -0.125 0.242
C 12.063630 16.029074 9.039335 -1.195 -0.335 0.669
C 7.943037 7.850385 14.324799 -0.239 -0.968 -0.656
H 6.131854 8.185399 7.168396 -0.193 -0.777 1.824
H 10.919879 10.798467 9.545870 -0.139 -0.146 0.048
H 8.331270 9.410256 13.301749 -0.362 0.443 -0.095
H 5.644322 6.486582 10.641626 0.353 0.281 -0.019
H 7.264012 5.688821 10.582750 -0.510 0.756 0.116
O 9.858996 13.468098 7.454189 1.386 1.173 0.161
C 6.203530 8.071892 8.331819 -1.264 1.337 -1.654
H 13.565400 11.397193 11.575629 -0.781 -0.717 0.439
H 5.251513 12.557658 13.476131 -0.493 -0.790 -0.743
O 7.509002 8.994750 13.617848 0.574 0.311 -0.484
H 10.810669 11.981214 11.371359 -0.290 -0.427 0.669
H 8.293238 8.212137 15.305555 -0.252 -0.806 0.099
C 10.997776 14.386422 7.609529 -1.206 -0.635 -0.242
C 6.689854 6.616602 10.330330 0.709 -1.453 -1.632
H 5.540744 10.501755 9.441871 0.646 0.235 -0.443
O 13.993321 12.568425 16.228110 2.072 0.159 0.676
H 12.391283 12.946045 13.490403 -0.511 0.628 -0.935
H 6.964227 13.995060 16.279063 0.663 -0.738 -0.415
C 10.079727 11.144473 11.422829 -1.759 1.436 -0.281
C 6.829625 6.785925 8.779025 -0.788 -0.294 0.305
O 9.862417 10.576368 12.725859 -0.092 -0.232 -1.329
C 14.213659 13.243447 10.980170 -0.007 1.177 -0.667
C 13.864926 12.662035 14.857441 -1.378 -1.502 -1.061
O 14.995429 13.907514 9.979245 -1.711 0.012 -0.487
H 15.670081 12.453211 17.496462 -0.401 0.040 0.048
H 5.156891 8.155929 8.789785 1.170 -0.133 -0.623
C 8.244417 13.197198 13.897058 -0.758 -0.546 -1.043
H 9.911518 13.786874 10.383188 0.571 0.522 -1.319
C 8.195948 11.011185 17.015731 -0.784 -0.563 0.845
H 6.128489 12.555561 16.568295 0.087 -0.580 -0.273
O 15.552268 11.188009 11.278931 -0.761 0.597 -1.165
C 7.031274 12.623804 14.566959 -1.116 -0.528 0.090
H 11.086667 14.694828 10.888044 0.396 0.391 0.210
H 11.877170 16.606611 9.910421 0.075 0.887 0.969
H 11.977763 13.806797 7.578239 -1.117 0.663 0.154
N 10.801308 14.214019 10.051279 -0.646 -0.941 1.284
H 13.008999 15.540400 9.207285 0.248 -0.554 -0.341
H 5.826635 14.083161 13.609773 0.221 0.175 -0.101
N 11.494927 11.622946 14.766110 1.606 -0.203 0.695
C 10.810368 15.126110 8.927030 1.369 -0.043 -0.468
H 7.095884 11.174566 8.675868 0.275 0.485 0.783
H 6.170962 6.122764 8.265559 -0.572 -1.263 -0.080
H 8.283290 10.401756 16.105008 -0.415 0.210 0.024
H 5.856890 10.675356 7.677818 -0.256 -0.714 -0.129
N 8.143482 6.614071 8.193792 0.103 2.005 0.153
C 9.919589 12.773319 6.232066 0.775 1.413 -0.213
```
Positions in Å, forces in eV/Å.


ΔE to the lowest compared entry with this formula, charge and spin, respectively: 53.2; 38.3 kcal/mol.
Energy, respectively: -408874.8046; -50250.0829 eV.